1.
The following is a DFT calculation (ωB97M-V with the def2-TZVPD basis set) of a 5-piece molecular cluster, C48H56BClI2N6O15P3 overall.

Output
Max |F|, eV/A: 2.5
Orbital gap, eV: 6.6
Charge: +1
LUMO energy, eV: -3.90
DFT total energy, eV: -147589.9238
HOMO, eV: -10.50

Cartesian coordinates (Å):
C  -4.254  -3.615  -4.874
O  -5.064  -4.196  -3.855
C  -4.912  -3.554  -2.601
C  -4.262  -4.494  -1.564
C  -2.722  -4.359  -1.448
C  -2.244  -3.016  -0.863
C  -2.740  -2.756  0.616
C  -1.541  -2.427  1.484
C  -0.759  -3.524  1.924
B  -1.101  -5.036  1.499
C  -2.206  -5.875  2.268
O  -0.432  -5.629  0.468
C  0.333  -3.221  2.767
P  1.359  -4.676  3.314
P  0.168  -5.730  4.826
O  -1.132  -5.090  5.030
O  1.019  -5.589  6.203
O  0.143  -7.308  4.554
C  0.657  -1.913  3.157
C  1.861  -1.824  4.091
I  1.794  -0.443  5.765
C  3.291  -1.930  3.360
C  3.213  -2.211  1.846
I  4.649  -0.291  3.831
N  -0.095  -0.905  2.658
C  0.212  0.508  2.953
C  1.626  0.994  2.592
C  1.552  2.168  1.592
O  0.981  2.080  0.523
N  2.241  3.376  1.952
C  1.440  4.295  2.676
C  1.581  5.665  2.392
C  0.804  6.591  3.039
C  -0.147  6.230  3.995
C  -0.263  4.891  4.309
C  0.523  3.952  3.653
C  -1.164  -1.145  1.861
P  -2.245  0.271  1.215
O  -2.455  -0.001  -0.385
Cl  -4.060  -0.023  2.184
H  -3.267  -4.113  -4.870
H  -4.160  -2.516  -4.780
H  -4.679  -3.796  -5.872
H  -4.378  -2.592  -2.666
H  -5.931  -3.329  -2.236
H  -4.451  -5.522  -1.919
H  -4.747  -4.439  -0.575
H  -2.311  -4.421  -2.473
H  -2.348  -5.246  -0.923
H  -1.147  -2.948  -0.944
H  -2.630  -2.214  -1.508
H  -3.483  -1.958  0.546
H  -3.287  -3.643  0.970
H  -1.754  -6.694  2.849
H  -2.963  -6.289  1.580
H  -2.752  -5.267  3.006
H  -0.665  -6.570  0.472
H  1.590  -5.522  2.203
H  1.028  -4.660  6.474
H  0.772  -7.724  5.171
H  1.832  -2.744  4.680
H  3.824  -2.786  3.792
H  4.218  -2.053  1.430
H  2.994  -3.276  1.672
H  2.483  -1.622  1.279
H  -0.442  1.208  2.416
H  -0.067  0.691  4.001
H  2.170  1.396  3.456
H  2.271  0.249  2.117
H  2.675  3.794  1.137
H  2.323  5.962  1.648
H  0.901  7.651  2.796
H  -0.767  6.991  4.468
H  -0.983  4.559  5.059
H  0.382  2.912  3.954
H  -1.817  0.524  -0.891
C  -1.284  -9.551  -4.555
C  -0.466  -10.431  -3.858
C  -0.535  -10.495  -2.475
C  -1.428  -9.675  -1.806
C  -2.244  -8.788  -2.489
C  -2.168  -8.727  -3.871
N  -1.521  -9.757  -0.343
O  -0.782  -10.528  0.231
O  -2.340  -9.044  0.213
H  -1.232  -9.507  -5.635
H  0.222  -11.071  -4.393
H  0.103  -11.182  -1.937
H  -2.936  -8.147  -1.960
H  -2.802  -8.040  -4.416
C  7.235  5.988  -1.985
C  6.695  7.001  -1.203
C  6.151  6.705  0.036
C  6.159  5.393  0.481
C  6.688  4.372  -0.290
C  7.229  4.675  -1.530
N  5.603  5.081  1.804
O  5.126  5.996  2.448
O  5.650  3.926  2.183
H  7.664  6.223  -2.950
H  6.701  8.019  -1.560
H  5.732  7.496  0.642
H  6.688  3.350  0.060
H  7.648  3.888  -2.143
C  -6.743  2.133  -2.542
C  -6.441  0.778  -2.586
C  -5.813  0.243  -3.699
C  -5.491  1.075  -4.758
C  -5.793  2.425  -4.731
C  -6.423  2.954  -3.616
N  -4.804  0.515  -5.930
O  -4.569  -0.681  -5.929
O  -4.508  1.273  -6.827
H  -7.228  2.550  -1.669
H  -6.693  0.139  -1.749
H  -5.581  -0.813  -3.729
H  -5.544  3.069  -5.563
H  -6.662  4.009  -3.581
C  3.025  11.632  0.216
C  3.330  10.278  0.158
C  3.967  9.757  -0.957
C  4.296  10.603  -2.002
C  3.991  11.952  -1.962
C  3.352  12.467  -0.845
N  4.994  10.058  -3.174
O  5.231  8.862  -3.184
O  5.297  10.827  -4.060
H  2.532  12.037  1.090
H  3.073  9.628  0.986
H  4.202  8.703  -0.998
H  4.247  12.607  -2.783
H  3.111  13.520  -0.799


2.
The following is a DFT calculation (ωB97M-V with the def2-TZVPD basis set) of a 5-piece molecular cluster, C48H56BrN8 overall.

Output
Max |F|, eV/A: 4.3
Orbital gap, eV: 0.7
Charge: +7
LUMO energy, eV: -11.93
DFT total energy, eV: -132574.5886
HOMO, eV: -12.65
Energy above the lowest of the compared OMol25 structures with the same formula, charge and spin, kJ/mol: 365.0

Cartesian coordinates (Å):
C  2.704  -3.048  -10.101
N  2.705  -1.756  -9.450
C  3.863  -1.351  -9.018
C  4.051  0.002  -8.757
C  3.012  0.921  -8.736
C  1.700  0.390  -8.997
C  1.636  -0.944  -9.320
C  3.306  2.376  -8.599
C  4.642  2.782  -8.414
C  4.914  4.101  -8.279
N  3.963  5.049  -8.327
C  2.683  4.712  -8.529
C  2.344  3.354  -8.620
C  4.456  6.453  -8.200
H  3.523  -3.559  -9.587
H  2.861  -2.973  -11.184
H  1.683  -3.479  -9.861
H  4.752  -1.989  -8.973
H  5.036  0.157  -8.313
H  0.766  0.914  -8.912
H  0.769  -1.518  -9.572
H  5.395  2.098  -8.330
H  5.877  4.476  -8.040
H  1.922  5.516  -8.528
H  1.250  3.192  -8.766
H  5.523  6.333  -8.366
H  4.252  6.657  -7.151
H  3.935  7.106  -8.902
C  -10.175  -0.092  -3.226
N  -9.983  1.385  -3.053
C  -9.124  1.809  -2.148
C  -8.709  3.092  -2.240
C  -9.388  4.010  -3.075
C  -10.373  3.501  -3.900
C  -10.625  2.172  -3.822
C  -8.785  5.394  -3.154
C  -7.789  5.638  -4.130
C  -7.111  6.812  -4.031
N  -7.395  7.775  -2.997
C  -8.244  7.491  -2.055
C  -8.957  6.300  -2.122
C  -6.551  9.026  -2.989
H  -11.186  -0.305  -3.312
H  -9.842  -0.600  -2.306
H  -9.675  -0.413  -4.157
H  -8.581  1.120  -1.497
H  -7.998  3.486  -1.570
H  -10.911  4.008  -4.652
H  -11.389  1.712  -4.382
H  -7.660  4.973  -4.995
H  -6.415  7.115  -4.790
H  -8.385  8.325  -1.367
H  -9.684  6.225  -1.345
H  -5.683  8.825  -2.349
H  -7.045  9.923  -2.584
H  -6.214  9.238  -3.995
C  2.322  -11.816  6.589
N  1.153  -12.678  6.444
C  0.704  -12.940  5.226
C  -0.518  -13.575  4.959
C  -1.306  -13.898  6.023
C  -0.867  -13.620  7.330
C  0.373  -13.003  7.482
C  -2.659  -14.461  5.781
C  -3.547  -13.803  4.897
C  -4.895  -14.217  4.891
N  -5.364  -15.324  5.545
C  -4.463  -16.020  6.283
C  -3.145  -15.606  6.414
C  -6.671  -15.838  5.297
H  2.683  -12.038  7.595
H  2.067  -10.753  6.505
H  3.068  -12.118  5.909
H  1.494  -12.765  4.484
H  -0.900  -13.712  3.927
H  -1.365  -13.971  8.232
H  0.624  -12.708  8.488
H  -3.295  -12.963  4.352
H  -5.560  -13.812  4.121
H  -4.877  -16.870  6.839
H  -2.535  -16.188  7.057
H  -6.998  -16.695  5.990
H  -6.869  -16.179  4.237
H  -7.346  -15.000  5.388
C  10.469  10.902  7.928
N  9.780  9.681  7.308
C  9.040  8.860  8.130
C  8.297  7.829  7.609
C  8.416  7.516  6.277
C  9.329  8.271  5.436
C  9.985  9.339  6.044
C  7.427  6.713  5.570
C  7.158  5.382  5.959
C  6.216  4.701  5.235
N  5.574  5.254  4.241
C  5.837  6.532  3.789
C  6.712  7.292  4.551
C  4.548  4.446  3.485
H  9.685  11.477  8.431
H  10.789  11.530  7.063
H  11.334  10.562  8.538
H  9.146  9.079  9.190
H  7.693  7.293  8.313
H  9.493  8.041  4.386
H  10.650  9.935  5.450
H  7.524  5.009  6.900
H  5.877  3.684  5.467
H  5.300  6.759  2.879
H  6.924  8.316  4.268
H  5.111  4.057  2.685
H  3.732  5.176  3.221
H  3.963  3.702  4.159
Br  -6.963  11.317  5.279


3.
The following is a DFT calculation (ωB97M-V with the def2-TZVPD basis set) of C48H57BrILaN6Si3 as an isolated structure.

Output
Max |F|, eV/A: 3.2
Orbital gap, eV: 4.8
Charge: -2
LUMO energy, eV: 3.90
DFT total energy, eV: -162280.7124
HOMO, eV: -0.85

Cartesian coordinates (Å):
La  0.584  0.463  -0.123
N  -2.236  0.744  3.964
C  -1.263  0.890  2.986
N  -0.909  0.049  2.106
C  -1.494  -1.264  2.214
N  -0.811  -2.250  1.709
N  0.181  -1.945  0.904
C  1.104  -2.975  0.776
C  2.399  -2.836  0.394
C  3.216  -4.072  0.303
C  4.466  -4.081  -0.229
C  4.988  -2.836  -0.776
C  4.331  -1.685  -0.453
N  3.101  -1.626  0.136
C  -2.680  -1.436  3.042
C  -3.349  -2.628  3.039
C  -4.449  -2.835  3.847
C  -4.872  -1.826  4.736
C  -4.129  -0.638  4.801
C  -3.056  -0.458  3.960
H  -2.342  1.368  4.736
H  -0.799  1.862  2.978
H  0.716  -4.009  0.874
H  2.723  -4.994  0.573
H  4.985  -5.027  -0.309
H  5.789  -2.843  -1.504
H  4.690  -0.716  -0.770
H  -2.974  -3.354  2.367
H  -5.031  -3.805  3.816
H  -5.730  -1.881  5.343
H  -4.378  0.121  5.519
Br  1.707  2.533  2.400
C  0.633  4.071  2.078
C  0.965  5.196  2.782
C  0.313  6.375  2.541
C  -0.688  6.422  1.582
C  -1.096  5.227  0.928
C  -2.208  5.195  0.043
C  -2.534  4.086  -0.606
C  -1.807  2.874  -0.398
C  -0.820  2.723  0.551
C  -0.463  3.968  1.167
H  1.799  5.215  3.463
H  0.648  7.238  3.072
H  -1.236  7.318  1.220
H  -2.766  6.105  -0.150
H  -3.279  4.079  -1.383
H  -2.056  2.024  -1.040
C  -1.600  0.730  -6.042
Si  -1.315  1.053  -4.139
C  -0.581  2.765  -3.999
C  -3.077  1.147  -3.605
C  -0.343  -0.228  -3.284
Si  1.140  -0.650  -4.229
C  0.815  -1.870  -5.607
C  2.544  -1.461  -3.222
C  1.851  0.861  -5.147
Si  -1.407  -1.597  -2.831
C  -2.496  -2.612  -4.049
C  -0.473  -3.133  -2.280
C  -2.677  -1.027  -1.549
C  -3.948  -1.579  -1.484
C  -4.883  -1.143  -0.590
C  -4.539  -0.133  0.298
C  -3.212  0.297  0.277
N  -2.324  -0.129  -0.665
H  -2.335  1.378  -6.437
H  -1.932  -0.319  -6.107
H  -0.672  0.767  -6.611
H  0.338  2.938  -4.515
H  -0.363  3.102  -3.011
H  -1.244  3.556  -4.363
H  -3.594  1.830  -4.313
H  -3.302  1.509  -2.589
H  -3.512  0.144  -3.739
H  0.026  -2.485  -5.418
H  1.699  -2.473  -5.864
H  0.584  -1.298  -6.483
H  2.296  -2.324  -2.567
H  3.012  -0.726  -2.597
H  3.256  -1.797  -3.977
H  1.166  1.404  -5.839
H  2.649  0.520  -5.815
H  2.233  1.652  -4.519
H  -1.920  -3.094  -4.834
H  -3.365  -2.206  -4.610
H  -2.837  -3.445  -3.451
H  -0.170  -3.579  -3.261
H  -1.103  -3.771  -1.692
H  0.366  -2.879  -1.677
H  -4.254  -2.329  -2.150
H  -5.832  -1.577  -0.481
H  -5.291  0.266  0.985
H  -2.861  0.966  0.970
I  2.549  2.678  -1.699
C  4.904  0.496  2.165
C  3.675  -0.443  2.330
C  4.179  -1.841  2.662
C  2.809  -0.436  1.033
C  2.922  -0.031  3.654
C  1.662  -0.563  3.916
C  1.040  -0.316  5.129
C  1.587  0.394  6.185
C  2.914  0.832  6.002
C  3.528  0.581  4.781
H  5.557  0.198  1.323
H  5.461  0.553  3.060
H  4.593  1.550  1.915
H  4.765  -1.812  3.624
H  4.773  -2.306  1.884
H  3.283  -2.468  2.761
H  3.300  0.322  0.367
H  1.167  -0.984  3.059
H  0.044  -0.709  5.249
H  0.986  0.727  7.056
H  3.351  1.457  6.785
H  4.556  0.976  4.654